Density functional theory data (ωB97M-V/def2-TZVPD) for a single C3H7N3O2 molecule.

Results
HOMO energy   -9.688 eV
SMILES   [H]/N=C(\C)NOC(N)=O

```
15
Properties=species:S:1:pos:R:3:forces:R:3
O -1.413451 0.707039 -0.074991 -0.167 -0.050 -0.638
O -2.913903 -0.508621 0.973701 0.188 0.554 0.406
N -0.105486 1.191206 -0.146403 1.132 -0.255 -0.127
N 1.974250 1.081669 -1.014939 -4.333 -0.521 1.605
N -0.896541 -0.100348 2.086609 1.225 1.624 -0.770
C 0.692621 -1.203202 -1.183492 1.005 2.285 -0.493
C 0.887677 0.370948 -0.814978 0.099 1.574 -0.778
C -1.847626 0.029631 1.059301 0.813 -0.967 1.092
H -1.051275 -0.147363 3.107517 -0.777 -0.207 -1.410
H 0.103642 -1.588468 -2.077063 0.134 1.309 1.295
H 0.373681 -1.666933 -0.251059 0.325 -0.456 -0.224
H 2.552970 0.513700 -1.515301 2.588 -1.730 -1.653
H 1.750298 -1.337692 -1.496561 -0.613 -0.939 0.705
H -0.051560 2.170179 -0.529708 -0.531 -1.499 0.683
H -0.055297 0.488255 1.877366 -1.088 -0.722 0.306
```
Positions in Å, forces in eV/Å.


Density functional theory data (ωB97M-V/def2-TZVPD) for a single C3H7N3O2 molecule.

Results
HOMO energy   -9.616 eV
SMILES   [H]/N=C\N=C(/NO)OC

```
15
Properties=species:S:1:pos:R:3:forces:R:3
O 1.537651 0.306065 0.403978 2.043 1.802 -0.417
O -0.613196 -2.122614 1.348438 -3.283 -0.020 0.626
N 0.100507 -0.917519 1.400111 3.523 -2.042 0.516
N -2.462335 -0.305402 -1.663486 -0.351 -0.423 -4.019
N -0.430564 0.354458 -0.639646 -1.888 -0.209 -0.976
C -1.786407 -0.074581 -0.665414 0.950 -0.175 2.510
C 0.331443 -0.102979 0.235121 -1.741 -1.484 1.950
C 1.844436 1.526032 -0.339621 3.445 -2.013 1.035
H 1.062665 -1.421088 1.555628 -1.819 2.306 0.050
H 1.259317 2.337177 -0.037789 -1.357 0.964 0.032
H -2.356836 -0.286735 0.271823 0.926 0.634 -0.109
H -1.367060 -2.019008 2.026543 1.688 -0.115 -1.610
H 1.880519 1.236360 -1.378452 -0.287 0.608 -0.327
H -1.888851 -0.225171 -2.563804 -0.869 0.148 1.486
H 2.888710 1.715005 0.046572 -0.980 0.020 -0.749
```
Positions in Å, forces in eV/Å.


Record-wise E values, in hartree: -433.18773; -433.14263